ORCA calculation (the ωB97M-V functional and the def2-TZVPD basis) on a molecular structure, C39H66AsMgN3P2SSi2.

Positions of all 115 atoms, in Å:
Mg  -0.32993  0.12719  -0.14857
C  -3.96162  -2.39932  -1.52151
C  -3.55011  -2.41186  -0.04804
C  -4.33560  -1.35080  0.72146
P  -1.71551  -2.09126  0.10042
C  -0.90965  -3.72497  -0.35726
C  -0.20939  -3.54767  -1.70749
C  -1.80837  -4.95991  -0.40229
C  -1.55006  -2.01312  1.90844
C  -1.72175  -3.14785  2.70283
C  -1.85444  -3.08009  4.07778
C  -2.00049  -4.31482  4.92788
C  -1.89980  -1.80624  4.64806
C  -1.71216  -0.67049  3.89218
C  -1.44969  -0.72997  2.50416
N  -1.21893  0.37101  1.71530
C  -0.75703  1.57837  2.21723
C  0.03127  1.75220  3.36776
C  0.46860  3.00482  3.75097
C  0.18708  4.14188  2.99732
C  0.66977  5.50428  3.42555
C  -0.52635  3.97286  1.81985
C  -0.99286  2.72505  1.42058
P  -1.90904  2.34685  -0.10521
C  -3.66323  2.37436  0.54245
C  -4.02366  3.52137  1.48178
C  -4.66417  2.22933  -0.60614
C  -1.64831  3.82735  -1.22796
C  -1.95316  3.39424  -2.67242
C  -2.36453  5.14806  -0.94751
H  -5.01257  -2.67795  -1.62486
H  -3.36801  -3.08979  -2.12318
H  -3.82952  -1.39818  -1.93906
H  -3.74797  -3.39190  0.39189
H  -4.11515  -0.35960  0.31937
H  -4.08715  -1.35468  1.78197
H  -5.40789  -1.53212  0.61825
H  -0.14671  -3.87560  0.40990
H  -0.93267  -3.29541  -2.48562
H  0.31099  -4.46074  -2.00971
H  0.51753  -2.73721  -1.66612
H  -2.55309  -4.87270  -1.19438
H  -2.32610  -5.14356  0.53890
H  -1.19163  -5.83494  -0.61714
H  -1.75325  -4.12257  2.22818
H  -2.00423  -5.21531  4.31403
H  -2.93071  -4.28666  5.49954
H  -1.17997  -4.39570  5.64391
H  -2.09147  -1.70572  5.71136
H  -1.79305  0.30005  4.36199
H  0.32262  0.88838  3.94744
H  1.05995  3.10206  4.65511
H  0.99016  5.48731  4.46664
H  -0.11975  6.24985  3.32105
H  1.51840  5.82814  2.81742
H  -0.71107  4.84364  1.20184
H  -3.68073  1.45438  1.13558
H  -4.04197  4.48195  0.96999
H  -3.31923  3.58367  2.30966
H  -5.01944  3.34356  1.89490
H  -4.75983  3.16322  -1.16322
H  -5.65265  1.97055  -0.22129
H  -4.35343  1.44878  -1.30469
H  -0.56735  3.99659  -1.13739
H  -3.02553  3.45588  -2.86989
H  -1.65273  2.36379  -2.86941
H  -1.45118  4.04741  -3.39071
H  -3.43851  5.04044  -1.09983
H  -2.00542  5.90460  -1.64994
H  -2.19555  5.52437  0.05910
N  1.09541  1.65250  -2.97336
C  0.87775  0.35342  -3.24947
S  -0.68556  -0.24135  -3.20129
N  1.99615  -0.34896  -3.53598
C  2.15982  -1.66983  -4.01516
C  1.22709  -2.31683  -4.81949
C  1.49092  -3.59916  -5.27598
C  2.67322  -4.24491  -4.94966
C  3.61157  -3.58858  -4.16750
C  3.35798  -2.30910  -3.70592
H  0.30567  2.22425  -2.73235
H  2.01797  2.05705  -2.95329
H  2.86469  0.10238  -3.28682
H  0.30595  -1.82759  -5.08928
H  0.75935  -4.09450  -5.90142
H  2.87000  -5.24473  -5.31354
H  4.54522  -4.07237  -3.91182
H  4.08958  -1.79694  -3.09117
C  2.48343  3.56804  -0.51387
Si  3.45667  1.95811  -0.22736
C  4.43413  1.70035  -1.87134
C  4.79037  2.34897  1.06542
As  2.08233  0.34994  0.73059
Si  3.52919  -1.48462  0.61446
C  4.10891  -1.69207  2.41239
C  2.74882  -3.15619  0.17130
C  5.12647  -1.35964  -0.41760
H  3.11284  4.44059  -0.32371
H  1.63733  3.61677  0.17233
H  2.10289  3.65510  -1.53600
H  5.48665  1.93965  -1.71092
H  4.08405  2.35233  -2.67704
H  4.40871  0.66627  -2.22757
H  5.41080  3.20345  0.78477
H  5.44533  1.48627  1.21281
H  4.31324  2.56594  2.02334
H  3.24031  -1.87960  3.04875
H  4.57708  -0.76856  2.76157
H  4.81748  -2.51307  2.54833
H  1.86636  -3.31830  0.79469
H  3.45009  -3.96972  0.37241
H  2.44332  -3.22866  -0.87287
H  5.73585  -0.51177  -0.09625
H  4.94274  -1.23720  -1.48804
H  5.72077  -2.26635  -0.28631

Values from the calculation:
Energy above the lowest of the compared OMol25 structures with the same formula, charge and spin: 0.00 kJ/mol
Maximum force: 0.017 hartree/bohr
HOMO level: -6.4289 eV
Orbital gap: 6.92 eV
Total energy: -157441.760 eV

ORCA calculation (the ωB97M-V functional and the def2-TZVPD basis) on 13 unconnected molecules or ions with the total composition C39H66O39.

Positions of all 144 atoms, in Å:
C  5.48040  0.03067  -3.92845
C  5.12004  0.63759  -2.58872
O  6.28281  1.38268  -2.35301
C  7.33590  0.83453  -3.09613
O  8.50181  1.14560  -3.04218
O  6.87324  -0.05344  -3.91685
H  5.19680  0.56870  -4.83299
H  5.11289  -0.99483  -3.96546
H  4.83636  -0.10102  -1.83900
H  4.18881  1.19665  -2.68034
C  5.13729  8.88361  -9.27296
C  6.42213  9.63338  -9.07849
O  6.12619  10.30753  -7.89828
C  4.86879  9.99675  -7.36400
O  4.47758  10.32632  -6.24672
O  4.40441  8.95730  -8.02136
H  5.31708  7.83191  -9.49588
H  4.58709  9.39092  -10.06543
H  6.68180  10.38129  -9.82769
H  7.16260  8.85754  -8.88388
C  -2.31657  8.11208  3.27229
C  -3.44012  8.80583  2.53674
O  -3.31270  8.31591  1.23661
C  -2.58574  7.16830  1.31050
O  -2.49008  6.32281  0.41829
O  -2.01150  7.07018  2.45207
H  -2.65090  7.72270  4.23391
H  -1.50143  8.81646  3.43813
H  -3.23609  9.87606  2.50366
H  -4.43525  8.59109  2.92621
C  -1.96247  15.27036  2.43649
C  -1.50010  15.14536  3.86540
O  -1.00812  13.80811  3.89517
C  -0.83123  13.34945  2.69074
O  -0.13429  12.39360  2.28953
O  -1.29666  14.26680  1.76224
H  -1.57597  16.20764  2.03622
H  -3.03706  15.26418  2.25399
H  -2.38547  15.19750  4.49904
H  -0.70730  15.84719  4.12424
C  1.93260  8.55141  -1.49048
C  2.17537  8.12321  -0.10054
O  2.27477  6.75260  -0.30659
C  2.52815  6.47892  -1.57472
O  2.60686  5.40555  -2.16298
O  2.60367  7.61189  -2.24289
H  2.38620  9.52261  -1.68824
H  0.90392  8.79908  -1.75241
H  1.27266  8.43286  0.42608
H  3.14844  8.47978  0.23727
C  7.46201  6.07398  -0.21985
C  7.63888  6.80449  -1.57285
O  8.62689  7.73962  -1.23148
C  9.11032  7.51788  0.01763
O  10.00143  8.17868  0.56873
O  8.41917  6.58463  0.63050
H  7.69327  5.03457  -0.45270
H  6.41488  6.06705  0.08277
H  6.74359  7.14427  -2.09353
H  8.06275  6.08608  -2.27451
C  9.85454  3.45536  -6.89067
O  8.48067  3.28224  -6.79528
C  7.50473  4.21557  -6.86264
O  7.64003  5.41502  -6.77587
O  6.37959  3.57612  -6.92495
C  5.21441  4.28745  -6.64073
H  10.22342  4.45159  -6.64667
H  10.13254  3.10238  -7.88376
H  10.27300  2.69866  -6.22704
H  4.55737  4.12595  -7.49533
H  5.29619  5.33571  -6.35340
H  4.65202  3.73603  -5.88724
C  -4.46528  7.44067  -3.86840
O  -3.28690  6.89753  -4.30257
C  -3.29618  5.98341  -5.37499
O  -4.30363  5.54709  -5.90748
O  -1.97337  5.58986  -5.78902
C  -0.79353  6.39086  -5.46074
H  -5.26718  6.70298  -3.83908
H  -4.67106  8.37300  -4.39425
H  -4.36892  7.81801  -2.85034
H  -0.81993  7.42621  -5.80055
H  0.02401  5.81586  -5.89561
H  -0.67420  6.42263  -4.37776
C  3.46733  15.21841  1.12774
O  4.65953  14.50798  1.09429
C  5.08720  13.92036  -0.01687
O  4.46060  13.59847  -1.00094
O  6.45370  13.89554  0.12703
C  7.30890  13.06653  -0.61217
H  3.53778  16.18309  0.62523
H  3.12989  15.52655  2.11733
H  2.55756  14.75311  0.74837
H  7.99220  12.60800  0.10265
H  7.88343  13.65682  -1.32599
H  6.67309  12.40197  -1.19716
C  0.94070  6.78220  8.46531
O  2.06398  6.26783  7.71823
C  2.47554  6.91597  6.63112
O  1.95278  7.81074  6.08962
O  3.40886  6.16881  6.10408
C  3.80713  6.52017  4.79260
H  0.37547  5.91561  8.80829
H  0.24329  7.36823  7.86676
H  1.29336  7.38752  9.30036
H  4.21075  7.53197  4.75450
H  2.86087  6.45080  4.25605
H  4.44463  5.69694  4.47011
C  2.42389  1.94965  3.11950
O  3.71758  2.25058  3.42512
C  4.34984  1.69129  4.51529
O  5.56768  1.48575  4.55363
O  3.46478  1.31718  5.45533
C  3.82885  1.29266  6.77629
H  2.26954  0.94079  2.73680
H  2.11927  2.70037  2.39029
H  1.74671  1.93471  3.97348
H  4.89746  1.45211  6.92038
H  3.69932  0.24862  7.06141
H  3.07105  1.65093  7.47305
C  -1.51682  12.34420  -3.11890
O  -1.56446  11.46072  -4.22129
C  -0.82027  11.83441  -5.28093
O  0.15659  12.62368  -5.33870
O  -1.46305  11.19500  -6.34218
C  -1.01823  11.29129  -7.66027
H  -0.70738  13.06315  -2.99233
H  -1.60817  11.81042  -2.17295
H  -2.44945  12.90702  -3.07970
H  -1.08918  10.31569  -8.14120
H  0.05531  11.47976  -7.65112
H  -1.54228  12.08226  -8.19678
C  -2.95331  -1.39887  -4.27870
O  -1.58011  -1.30547  -3.88602
C  -0.95555  -0.26614  -3.36318
O  0.22500  -0.27612  -3.01322
O  -1.71165  0.85730  -3.29105
C  -1.28872  2.02376  -2.59629
H  -3.17170  -0.67524  -5.06405
H  -3.57039  -1.18844  -3.40518
H  -3.22951  -2.37246  -4.68357
H  -1.14072  1.83906  -1.53230
H  -1.83893  2.92428  -2.86911
H  -0.34329  2.29212  -3.06771

Values from the calculation:
Energy above the lowest of the compared OMol25 structures with the same formula, charge and spin: 808.20 kJ/mol
Maximum force: 0.112 hartree/bohr
HOMO level: -10.5153 eV
Orbital gap: 10.44 eV
Total energy: -121358.066 eV

ORCA calculation (the ωB97M-V functional and the def2-TZVPD basis) on 13 unconnected molecules or ions with the total composition C39H67Cl24N3O2.

Positions of all 135 atoms, in Å:
C  6.38233  -1.33707  -1.02360
C  5.66891  -0.98922  -2.32634
N  4.62123  0.01704  -2.14177
C  3.32035  -0.45106  -1.80881
C  3.15952  -1.72028  -1.22002
C  1.91840  -2.19995  -0.92162
C  0.76381  -1.45656  -1.20067
N  -0.46093  -1.98758  -0.90769
C  -1.50563  -1.25167  -1.15490
C  -2.85813  -1.80227  -0.87916
C  -3.31192  -2.76381  -1.97739
C  -1.36061  0.05758  -1.67383
N  -0.21535  0.59813  -1.96007
C  0.90288  -0.16506  -1.74600
C  2.19740  0.35711  -2.03934
C  2.28621  1.74864  -2.58209
C  3.26666  2.67220  -1.83825
C  3.25723  2.50625  -0.36908
O  4.21187  2.68089  0.31070
O  2.05690  2.16594  0.14863
H  5.96474  -0.72561  -0.23812
H  7.44416  -1.16409  -1.08347
H  6.18484  -2.35502  -0.72312
H  5.31444  -1.87748  -2.83956
H  6.39798  -0.53558  -2.98087
H  4.52134  0.50361  -3.02278
H  3.99228  -2.35155  -0.99370
H  1.79750  -3.15478  -0.46313
H  -3.54927  -0.97262  -0.78807
H  -2.83908  -2.31203  0.07024
H  -4.12522  -2.35833  -2.55294
H  -2.50449  -3.00131  -2.65586
H  -3.65053  -3.68379  -1.52958
H  -2.24930  0.64428  -1.84347
H  2.57849  1.69015  -3.62556
H  1.31264  2.20405  -2.57479
H  4.26170  2.53925  -2.20106
H  2.99570  3.69477  -2.06829
H  2.20666  1.39899  0.72164
Cl  -2.21555  0.09341  2.13060
C  -1.00036  0.52269  3.36761
C  0.33901  0.84384  2.76488
Cl  1.13579  -0.58514  2.04850
H  -0.92807  -0.30821  4.06427
H  -1.37904  1.39436  3.89892
H  1.00136  1.21531  3.54461
H  0.25046  1.59406  1.98169
Cl  0.94004  0.84471  -6.34215
C  0.53760  2.48872  -6.90664
C  1.76635  3.31128  -7.18038
Cl  2.65555  3.70850  -5.68348
H  -0.09651  2.95104  -6.15838
H  -0.03534  2.37996  -7.82579
H  1.48290  4.25482  -7.64343
H  2.45321  2.79159  -7.84228
Cl  -4.85788  -5.99059  0.18820
C  -3.48351  -7.11691  0.38475
C  -2.23436  -6.41046  0.83753
Cl  -1.57796  -5.33427  -0.41834
H  -3.33318  -7.62342  -0.56408
H  -3.78999  -7.85136  1.12256
H  -1.46434  -7.14499  1.06855
H  -2.42030  -5.80975  1.72417
Cl  -1.04871  5.51112  -5.85586
C  0.33465  6.29696  -5.04511
C  -0.10824  7.31115  -4.02695
Cl  -0.87376  8.73817  -4.77903
H  0.95878  6.74744  -5.81178
H  0.90224  5.50828  -4.55835
H  0.75667  7.66676  -3.47096
H  -0.82122  6.88282  -3.32802
Cl  -6.48020  0.66506  -1.18723
C  -7.44840  -0.30287  -2.33031
C  -7.89924  -1.60784  -1.72787
Cl  -6.52823  -2.71038  -1.45336
H  -6.84526  -0.46662  -3.21890
H  -8.31640  0.29525  -2.60090
H  -8.58537  -2.10656  -2.41004
H  -8.40273  -1.45282  -0.77764
Cl  -5.11754  -9.96618  0.64629
C  -6.85506  -9.55945  0.62873
C  -7.59287  -10.28080  -0.46679
Cl  -7.12147  -9.70386  -2.08506
H  -6.93782  -8.48058  0.52409
H  -7.25975  -9.84959  1.59639
H  -8.66107  -10.10188  -0.36082
H  -7.41058  -11.35105  -0.42872
Cl  2.99453  0.46288  7.09372
C  3.40764  2.17505  6.80037
C  2.17604  3.03992  6.84901
Cl  1.09923  2.73883  5.46272
H  3.92083  2.24670  5.84548
H  4.09306  2.47732  7.58987
H  2.44800  4.09318  6.81416
H  1.60737  2.86030  7.75591
Cl  0.06370  4.31937  9.85752
C  -1.47625  5.11570  9.44050
C  -2.17189  4.48370  8.26596
Cl  -1.32531  4.74847  6.71831
H  -1.26480  6.16483  9.25477
H  -2.11398  5.03620  10.31854
H  -3.15691  4.93526  8.16335
H  -2.29098  3.41187  8.39708
Cl  -4.44666  4.01161  -5.26312
C  -4.49122  5.79501  -5.28063
C  -5.87403  6.33069  -5.02447
Cl  -6.99292  5.98696  -6.37055
H  -4.10654  6.12906  -6.23966
H  -3.81584  6.13757  -4.49945
H  -5.82836  7.41262  -4.91670
H  -6.30175  5.90508  -4.12120
Cl  3.91606  -2.39639  1.82430
C  3.72490  -3.91278  2.74405
C  3.74277  -5.13052  1.85105
Cl  2.32095  -5.22936  0.76825
H  2.79893  -3.83602  3.30656
H  4.55055  -3.97738  3.45002
H  3.73996  -6.02717  2.46827
H  4.62734  -5.14411  1.22015
Cl  5.18093  4.40111  -3.87977
C  6.27518  4.64782  -2.49009
C  7.63078  5.13861  -2.92025
Cl  8.54259  3.89466  -3.81578
H  6.34166  3.70672  -1.94890
H  5.80549  5.38377  -1.84047
H  8.21811  5.39403  -2.04057
H  7.55263  6.01488  -3.55750
Cl  1.76447  -2.62704  6.55570
C  0.95774  -3.98008  7.39204
C  1.92663  -4.98608  7.95448
Cl  2.76568  -5.91783  6.68600
H  0.26813  -4.44157  6.69047
H  0.38518  -3.54470  8.20890
H  1.38640  -5.70708  8.56469
H  2.68397  -4.50550  8.56704

Values from the calculation:
Maximum force: 0.034 hartree/bohr
HOMO level: -7.2884 eV
Orbital gap: 7.79 eV
Total energy: -350637.209 eV